C23H23AsPTc | the ωB97M-V functional and the def2-TZVPD basis

Its multiplicity is 4. As for the calculated total energy: -3547.80795 hartree. The relative energy (zero: lowest compared OMol25 entry of this formula, charge and spin) comes out at 0.000 eV. Its expectation value of S² is 3.770. Its net charge is +1. The LUMO energy (spin up / spin down) is -3.271 / -4.201 eV. Its gap between HOMO and LUMO (spin up / spin down) is 7.1 / 7.5 eV. The HOMO energy (spin up / spin down) is -10.3 / -11.7 eV. Its maximum force is 4.07 eV/Å.

```
49
Properties=species:S:1:pos:R:3:forces:R:3:mulliken_spin:R:1
C -0.965 0.288 -1.234 -0.59 -0.35 -1.54 -0.095
C -0.641 -1.080 -1.626 -0.18 -0.03 -0.99 -0.105
C 0.769 -1.072 -2.005 -0.61 0.41 -1.42 0.266
C 1.186 0.316 -2.075 -0.33 -1.27 0.55 0.032
C 0.109 1.133 -1.650 -0.24 -0.64 0.77 0.085
Tc 0.414 -0.847 0.122 1.61 0.29 -0.76 2.969
P -1.254 -1.905 1.249 -1.17 -0.77 0.95 -0.029
H -1.955 0.589 -0.897 0.34 -0.04 -0.35 0.005
H -1.342 -1.903 -1.733 0.18 0.23 -0.10 -0.005
H 1.325 -1.925 -2.394 -0.21 0.36 0.11 0.039
H 0.104 2.223 -1.650 0.08 -0.36 0.28 0.000
H 2.129 0.659 -2.494 -0.15 -0.08 0.43 0.000
H -0.865 -2.581 2.434 -0.14 0.23 -0.18 0.030
H -1.954 -2.965 0.614 0.18 0.26 0.10 0.010
H -2.374 -1.170 1.735 0.37 -0.21 -0.11 0.010
C 0.448 0.029 6.248 0.03 0.02 -0.22 0.006
C -0.596 0.702 5.603 0.11 -0.14 -0.04 0.002
C -0.529 0.939 4.227 0.26 -0.10 0.12 0.005
C 0.610 0.540 3.517 -0.07 -0.21 -0.30 0.025
C 1.640 -0.162 4.147 -0.19 0.11 0.19 -0.014
C 1.560 -0.413 5.520 -0.17 0.07 -0.01 0.000
As 0.748 0.930 1.575 1.17 2.45 3.03 -0.258
C -0.195 2.667 1.656 -0.13 -0.54 -0.27 -0.009
C -1.358 2.866 0.901 0.29 0.12 0.18 -0.011
C -2.035 4.082 0.990 0.03 0.06 0.11 -0.001
C -1.569 5.081 1.849 0.04 -0.16 -0.07 0.000
C -0.442 4.857 2.645 0.03 -0.27 -0.10 -0.001
C 0.241 3.638 2.562 -0.15 0.20 -0.14 -0.008
C 2.677 1.376 1.433 -0.56 0.19 -0.21 -0.107
C 3.104 2.705 1.396 0.50 -0.31 0.09 -0.012
C 4.478 2.976 1.347 -0.15 -0.18 -0.08 0.003
C 5.399 1.926 1.283 -0.18 0.04 0.03 0.002
C 4.957 0.601 1.260 -0.23 0.00 0.02 0.049
C 3.588 0.318 1.326 0.16 0.36 0.03 0.073
H 0.394 -0.157 7.323 0.02 0.08 -0.35 0.000
H -1.461 1.047 6.176 0.28 -0.16 -0.21 0.000
H -1.341 1.456 3.711 0.22 -0.08 0.25 0.001
H 2.506 -0.490 3.568 -0.20 0.10 0.30 -0.022
H 2.369 -0.945 6.025 -0.27 0.17 -0.17 0.000
H -1.733 2.066 0.265 0.12 0.44 0.20 0.006
H -2.930 4.243 0.386 0.24 0.00 0.22 0.000
H -2.094 6.035 1.901 0.15 -0.27 0.02 0.000
H -0.088 5.626 3.334 -0.14 -0.23 -0.21 0.000
H 1.112 3.447 3.194 -0.32 0.10 -0.13 -0.003
H 2.372 3.510 1.415 0.35 -0.11 -0.02 0.002
H 4.827 4.008 1.359 -0.08 -0.26 -0.06 0.000
H 6.467 2.142 1.242 -0.32 -0.06 0.02 0.001
H 5.674 -0.218 1.197 -0.17 0.23 -0.01 0.003
H 3.230 -0.716 1.292 0.17 0.29 0.05 0.056
```
Forces are in eV/Å.